21
Properties=species:S:1:pos:R:3:forces:R:3 method="wB97M-V/def2-TZVPD" fmax_ha_per_bohr=0.01655 multiplicity=2 lumo_energy_ev="2.931 / 2.891" s2=0.75 relative_energy_ev=0.0000 e_homo_ev="0.497 / -6.241" total_charge=-1
C 1.252 -0.152 -0.313 -0.358 -0.475 0.357
C 1.119 -1.512 0.375 -0.181 0.770 -0.077
S 2.194 -2.755 -0.364 -0.145 -0.256 -0.069
N 0.526 0.867 0.430 0.141 0.243 -0.281
C 0.408 2.126 -0.263 -0.164 -0.318 0.148
O -0.628 2.183 -1.241 -0.219 0.487 -0.213
H 0.869 -0.262 -1.316 -0.167 -0.140 -0.710
H 2.298 0.096 -0.402 0.471 0.372 0.106
H 1.263 -1.416 1.442 0.351 0.012 0.284
H 0.082 -1.827 0.291 -0.087 -0.426 -0.213
H 3.327 -2.043 -0.313 0.006 0.052 0.074
H -0.414 0.513 0.603 -0.004 0.008 0.341
H 1.373 2.387 -0.714 0.005 -0.012 0.137
H 0.110 2.892 0.459 0.129 -0.024 -0.120
H -0.471 1.647 -2.027 0.212 -0.205 0.374
H -1.583 -0.557 2.511 -0.060 -0.448 0.207
H -2.310 -1.631 1.585 0.172 -0.138 0.450
O -2.077 -0.683 1.681 -0.046 0.570 -0.630
H -2.425 -0.693 -0.514 -0.077 0.228 0.083
H -2.418 0.827 -0.712 0.061 -0.239 -0.004
O -2.496 -0.007 -1.196 -0.040 -0.062 -0.247